Version P
Computed, not measured: one molecule with the formula C3H2O, with ωB97M-V/def2-TZVPD.

Structure (SMILES) ... C#CC=O
HOMO-LUMO gap ... 10.64 eV
Multiplicity ... 1

Last column: Mulliken charge in e.
Element x y z (Å)
C -0.73247 0.42036 0.01457  -0.2759
C 0.67618 0.04386 0.06657  -0.0819
C 1.88358 -0.11171 -0.02866  0.1008
H -0.99968 1.44461 -0.10484  0.3236
H 2.96755 -0.30061 -0.07122  0.3444
O -1.61645 -0.40739 -0.01735  -0.4110

=====

Version Q
Computed, not measured: C3H2O as an isolated structure, with ωB97M-V/def2-TZVPD.

HOMO-LUMO gap ... 8.19 eV
Multiplicity ... 1

Last column: Mulliken charge in e.
Element x y z (Å)
O 2.03159 -0.99329 -0.08659  -0.4208
C 0.97427 -0.47727 -0.00679  0.5246
C -0.20291 0.09695 -0.02532  0.3259
C -1.38227 0.67715 -0.02795  -0.8001
H 0.36759 -0.16732 1.17278  0.1597
H -1.78827 0.86378 -1.02612  0.2108

=====

Most stable to least stable: version P, version Q

=====

Version P
Computed, not measured: one molecule with the formula C4H8O, with ωB97M-V/def2-TZVPD.

Structure (SMILES) ... C[C@@H]1C[C@@H]1O
HOMO-LUMO gap ... 10.58 eV
Multiplicity ... 1

Last column: Mulliken charge in e.
Element x y z (Å)
C 1.41340 -0.67437 0.11931  -1.1818
C 0.52440 0.35111 -0.45318  0.0153
C -0.51901 1.12819 0.45388  -0.6882
C -0.95143 0.05038 -0.47677  0.0205
H 2.46626 -0.34612 0.39226  0.3268
H 0.99506 -1.12002 1.03876  0.2667
H 1.52022 -1.49610 -0.63864  0.2681
H 0.87010 0.84095 -1.31511  0.3713
H -0.46782 0.98109 1.54176  0.2782
H -0.73109 2.13850 0.11047  0.2433
H -1.54760 0.37623 -1.36363  0.2937
H -2.20873 -1.04231 0.52885  0.3117
O -1.36375 -1.18752 0.06206  -0.5256

=====

Version Q
Computed, not measured: one molecule with the formula C4H8O, with ωB97M-V/def2-TZVPD.

Structure (SMILES) ... COC1CC1
HOMO-LUMO gap ... 9.17 eV
Multiplicity ... 1

Last column: Mulliken charge in e.
Element x y z (Å)
C 1.77322 0.10477 0.67133  -0.6903
O 1.03824 -0.26505 -0.40917  -0.3128
C -0.10126 0.29662 -0.77019  -0.1232
C -1.23753 -0.84522 -0.37828  -0.5394
C -1.24346 0.56104 0.08825  -0.5292
H 1.31004 0.74423 1.43782  0.3108
H 2.70195 0.34371 0.13134  0.2472
H 1.82454 -0.92254 1.09030  0.2374
H 0.08413 0.77780 -1.74346  0.4071
H -1.73544 -1.12834 -1.28178  0.2630
H -1.29453 -1.60338 0.42778  0.2331
H -1.91906 1.22128 -0.42003  0.2356
H -1.20084 0.71509 1.15607  0.2607

=====

Most stable to least stable: version P, version Q

=====

Version P
Computed, not measured: one molecule with the formula C4H8O, with ωB97M-V/def2-TZVPD.

Structure (SMILES) ... C[C@H]1C[C@H]1O
HOMO-LUMO gap ... 9.24 eV
Multiplicity ... 1

Last column: Mulliken charge in e.
Element x y z (Å)
C 1.29239 0.47067 -0.69961  -1.2438
C -0.13442 -0.02596 -0.70275  0.2008
C -0.47023 -1.21422 0.10920  -0.8150
C -1.00313 0.35483 0.43290  -0.1394
O -0.33228 0.88951 1.52449  -0.4734
H 1.73811 0.41339 0.29787  0.2761
H 1.34545 1.50905 -1.03840  0.3042
H 1.89067 -0.14564 -1.37846  0.3455
H -0.62460 0.01784 -1.66752  0.3326
H 0.19918 -1.56086 0.88356  0.2716
H -1.11414 -1.99371 -0.32688  0.3154
H -1.90553 -0.23438 0.57254  0.3211
H -0.88148 1.51948 1.99305  0.3043

=====

Version Q
Computed, not measured: one molecule with the formula C4H8O, with ωB97M-V/def2-TZVPD.

Structure (SMILES) ... CC1(O)CC1
HOMO-LUMO gap ... 8.95 eV
Multiplicity ... 1

Last column: Mulliken charge in e.
Element x y z (Å)
C 1.34941 -0.33305 -0.00125  -1.2512
C -0.11803 -0.15579 -0.52455  0.7372
O -0.83563 -1.35231 -0.78445  -0.5214
C -1.11061 0.96603 -0.36911  -0.6117
C -0.48951 0.53271 0.87279  -0.7243
H 1.98048 0.52620 -0.22359  0.3220
H 1.72690 -1.23550 -0.46209  0.3761
H 1.48037 -0.51737 1.09528  0.2920
H -0.27991 -1.98228 -1.25942  0.2969
H -0.93907 1.96321 -0.74421  0.2497
H -2.13097 0.60098 -0.44553  0.2320
H 0.24487 1.21386 1.31730  0.2755
H -0.87830 -0.22668 1.52883  0.3273

=====

Version R
Computed, not measured: a 2-piece molecular cluster, C4H8O overall, with ωB97M-V/def2-TZVPD.

Structure (SMILES) ... C=C[C@H]1CO1.[H][H]
HOMO-LUMO gap ... 10.86 eV
Multiplicity ... 1

Last column: Mulliken charge in e.
Element x y z (Å)
C 0.30619 -1.89624 -0.53807  -0.8542
C 0.40975 -0.60121 -0.27115  -0.3476
C -0.65513 0.16297 0.42794  0.3446
C -0.25338 1.06732 1.50514  -0.4600
O -0.70955 1.57702 0.26533  -0.4150
H 1.12382 -2.46150 -0.97548  0.2531
H -0.59966 -2.44382 -0.29075  0.2276
H 0.50580 0.99027 -2.27594  0.1232
H 0.26349 1.58663 -1.90635  -0.1016
H 1.33496 -0.06466 -0.47937  0.4073
H -1.63505 -0.31003 0.49938  0.3457
H -0.90812 1.21433 2.36177  0.2515
H 0.81688 1.17890 1.67753  0.2252

=====

Version S
Computed, not measured: one molecule with the formula C4H8O, with ωB97M-V/def2-TZVPD.

HOMO-LUMO gap (spin up / spin down) ... 7.79 / 7.79 eV
Multiplicity ... 1

Last column: Mulliken charge in e.
Element x y z (Å)
C -1.43538 0.76083 0.49769  -1.0558
C -0.36993 0.53616 -0.48251  0.2850
C 0.99303 0.44191 -0.08485  -0.6702
C 0.90116 -1.28261 -0.17442  -0.3223
O -0.32230 -1.63308 0.14370  -0.7000
H -2.43445 0.83347 0.06468  0.3084
H -1.35271 -0.16429 1.10643  0.3389
H -1.21686 1.61904 1.14367  0.3300
H -0.61057 0.44148 -1.54085  0.3041
H 1.74627 0.78010 -0.79633  0.3501
H 1.19067 0.75337 0.94265  0.2600
H 1.73199 -1.71836 0.42409  0.3240
H 1.17910 -1.36802 -1.24394  0.2479

=====

Most stable to least stable: version P, version R, version Q, version S

=====

Version P
Computed, not measured: a 2-piece molecular cluster, C4H8O overall, with ωB97M-V/def2-TZVPD.

Structure (SMILES) ... COC1=CC1.[H][H]
HOMO-LUMO gap ... 9.71 eV
Multiplicity ... 1

Last column: Mulliken charge in e.
Element x y z (Å)
C -0.68089 -1.67338 0.68715  -0.6094
O -1.30825 -0.53322 0.10744  -0.3629
C -0.55931 0.56630 0.09483  0.3365
C -0.41395 1.80019 -0.25514  -0.3955
C 0.72464 1.16634 0.53784  -0.5643
H -0.26460 -1.43436 1.67083  0.3123
H 0.11445 -2.05265 0.03591  0.2832
H -1.46117 -2.42861 0.79015  0.2104
H 0.73609 -0.29593 -2.17814  -0.2150
H 1.38566 -0.23324 -2.53545  0.2102
H -0.74726 2.70763 -0.72904  0.3569
H 1.66009 0.90125 0.03002  0.2030
H 0.87425 1.44242 1.58841  0.2344

=====

Version Q
Computed, not measured: one molecule with the formula C4H8O, with ωB97M-V/def2-TZVPD.

Structure (SMILES) ... CCCC=O
HOMO-LUMO gap ... 10.81 eV
Multiplicity ... 1

Last column: Mulliken charge in e.
Element x y z (Å)
O -1.92855 -1.47422 0.64407  -0.4778
C -1.06887 -0.64666 0.81823  -0.0862
C -0.32065 0.00527 -0.31349  -0.3883
C 1.02350 0.60025 0.12423  -0.3981
C 1.83634 1.10530 -1.07712  -1.1816
H -0.87118 -0.34563 1.86661  0.3708
H -0.21858 -0.71418 -1.12194  0.2878
H -0.98271 0.81391 -0.65712  0.2636
H 0.82497 1.42866 0.80983  0.3183
H 1.59187 -0.18004 0.62514  0.3182
H 2.61345 1.79940 -0.75318  0.3371
H 1.24249 1.53416 -1.88024  0.3297
H 2.42168 0.26932 -1.47860  0.3068

=====

Most stable to least stable: version Q, version P

=====

Version P
Computed, not measured: C4H8O as an isolated structure, with ωB97M-V/def2-TZVPD.

HOMO-LUMO gap ... 8.76 eV
Multiplicity ... 1

Last column: Mulliken charge in e.
Element x y z (Å)
C -1.74619 0.11316 0.27468  -1.2097
C -0.39877 -0.29055 -0.32777  -0.2052
C 0.78470 0.02923 0.55399  -1.0152
C 2.33231 0.04419 -0.75810  0.0096
O 1.95224 0.50417 -1.77215  -0.3395
H -1.76811 1.18745 0.49349  0.3263
H -1.94025 -0.42326 1.21067  0.3102
H -2.56673 -0.10570 -0.41802  0.3390
H -0.40822 -1.36593 -0.55625  0.2216
H -0.26350 0.23157 -1.28656  0.3027
H 0.81157 1.07298 0.89333  0.3307
H 0.87159 -0.63093 1.42960  0.4017
H 2.33936 -0.36638 0.26311  0.5277

=====

Version Q
Computed, not measured: a 3-piece molecular cluster, C4H8O overall, with ωB97M-V/def2-TZVPD.

HOMO-LUMO gap ... 10.56 eV
Multiplicity ... 1

Last column: Mulliken charge in e.
Element x y z (Å)
O -1.24205 1.26940 1.19190  -0.5601
C -0.47033 0.54947 0.64038  0.0795
C 0.91667 0.74340 0.01598  -0.3167
C 0.92254 -0.77037 -0.29830  -0.5104
C -0.35504 -0.96719 0.54943  -0.3226
H -1.92657 1.23628 -0.93309  -0.0118
H -1.69701 0.60970 -1.60696  0.0617
H 1.59265 1.01036 0.83498  0.2419
H 1.06561 1.46505 -0.79074  0.2758
H 1.80262 -1.32201 0.02955  0.2947
H 0.74408 -0.96126 -1.35497  0.2505
H -0.15942 -1.31969 1.56737  0.2507
H -1.19376 -1.54313 0.15449  0.2669

=====

Most stable to least stable: version Q, version P

=====

Version P
Computed, not measured: an isolated ion of composition C4H8NO2 and charge -1, with ωB97M-V/def2-TZVPD.

Structure (SMILES) ... NCCCC(=O)[O-]
HOMO-LUMO gap ... 7.94 eV
Net charge ... -1
Multiplicity ... 1

Last column: Mulliken charge in e.
Element x y z (Å)
O -0.21274 0.77253 -2.33664  -0.7150
C -1.03614 1.27496 -1.51531  0.5681
O -1.51707 2.44101 -1.38115  -0.7439
C -1.38362 0.25890 -0.29752  -0.8415
C -0.14579 -0.46383 -0.16856  -0.6882
C 1.02996 0.03529 0.77094  -0.5443
N 1.62729 -0.91887 1.71955  -0.7127
H -2.20084 -0.38697 -0.66110  0.2329
H -1.56076 0.82118 0.55638  0.3292
H 0.20541 -0.52614 -1.20329  0.3896
H -0.14227 -1.52038 -0.08091  0.5339
H 1.81633 0.19069 0.00855  0.2648
H 0.68305 0.97400 1.30046  0.3850
H 1.98074 -1.68298 1.09541  0.2841
H 0.85646 -1.26938 2.19319  0.2580

=====

Version Q
Computed, not measured: an isolated ion of composition C4H8NO2 and charge -1, with ωB97M-V/def2-TZVPD.

Structure (SMILES) ... NCCCC(=O)[O-]
HOMO-LUMO gap ... 7.66 eV
Net charge ... -1
Multiplicity ... 1

Last column: Mulliken charge in e.
Element x y z (Å)
O 3.28775 -0.78608 -0.73246  -0.7477
C 2.43399 -0.02674 -0.23415  0.4252
O 2.64678 1.07849 0.34729  -0.7354
C 0.99925 -0.51853 -0.20135  -0.5904
C -0.04311 0.64766 -0.19600  -0.4180
C -1.42685 0.10320 -0.20504  -0.5381
N -2.01258 -0.38116 1.07081  -0.5739
H 0.65031 -1.30345 0.48294  0.3255
H 0.86887 -1.03403 -1.14982  0.2237
H 0.14497 1.14771 -1.15019  0.2455
H 0.20640 1.34653 0.60183  0.3082
H -2.27495 0.59539 -0.72754  0.3836
H -1.42042 -0.72853 -0.95791  0.2164
H -1.32290 -0.43943 1.80304  0.2577
H -2.73751 0.29895 1.24856  0.2178

=====

Most stable to least stable: version Q, version P